No. 1
{"formula": "C2H3FO2", "method": "the ωB97M-V functional and the def2-TZVPD basis", "species": ["F", "O", "O", "C", "C", "H", "H", "H"], "xyz": [[1.46840, -1.13816, 0.46939], [1.81610, 0.98197, -0.24476], [-1.06554, -0.20535, 0.32656], [-1.71314, -0.08247, -0.67740], [1.58500, 0.22992, 0.66427], [1.76203, 0.23814, 1.69331], [-1.09888, -0.03765, -1.60113], [-2.75398, 0.01360, -0.63024]], "forces_ev_per_a": [[-0.2, 0.9, -0.5], [-1.2, -1.4, 2.2], [-0.4, 0.0, 0.9], [3.1, 0.0, -0.1], [1.9, -0.9, -3.8], [-0.3, 1.3, 2.0], [-0.9, 0.0, -0.3], [-2.0, 0.1, -0.3]], "relative_energy_kcal_mol": 32.3, "smiles": "O=CF.C=O", "lumo_energy_ev": 0.69, "molar_mass_g_mol": 78.04, "homo_lumo_gap_ev": 11.11}

No. 2
{"formula": "CH2F3N", "method": "the ωB97M-V functional and the def2-TZVPD basis", "species": ["F", "F", "F", "N", "C", "H", "H"], "xyz": [[0.53009, -0.70777, 1.23943], [-1.42653, 1.17348, 0.72807], [-1.57954, -0.54404, -0.88329], [-0.65041, 0.42792, -0.53297], [0.63441, -0.11788, 0.01655], [1.45287, 0.64618, 0.14038], [1.03911, -0.87789, -0.70818]], "forces_ev_per_a": [[-0.4, -0.2, -0.1], [2.2, -2.1, -2.9], [1.5, 0.5, 1.1], [-1.4, 1.9, 1.8], [0.5, -0.7, 0.3], [-1.6, 0.0, -0.5], [-0.9, 0.7, 0.3]], "relative_energy_kcal_mol": 126.1, "lumo_energy_ev": -0.70, "molar_mass_g_mol": 85.03, "homo_lumo_gap_ev": 11.10}

No. 3
{"formula": "C2H6FInO2", "method": "the ωB97M-V functional and the def2-TZVPD basis", "species": ["In", "F", "O", "O", "C", "C", "H", "H", "H", "H", "H", "H"], "xyz": [[-4.73704, 2.40282, -3.77207], [-0.38893, 0.82663, -6.29624], [-1.14862, 0.42887, 0.90016], [1.04782, -1.47616, -0.21342], [0.25346, 0.42885, 1.28541], [1.09178, -0.92553, 1.09140], [0.73062, -1.76554, 1.68472], [1.66562, -1.01287, -0.78376], [2.08770, -0.88945, 1.53291], [-1.54046, 0.02430, 1.67758], [0.68373, 1.14680, 0.58720], [0.25434, 0.81129, 2.30611]], "forces_ev_per_a": [[-0.1, 0.1, -0.1], [0.0, 0.0, 0.1], [3.2, -1.0, 0.7], [-0.3, 1.5, 1.9], [-2.7, 2.1, -1.8], [0.1, -3.7, -0.8], [-1.3, 0.3, 0.3], [0.6, 0.1, -0.6], [0.6, 1.5, -0.5], [-1.2, -0.1, 0.3], [0.4, -0.1, 0.0], [0.7, -0.7, 0.5]], "relative_energy_kcal_mol": 109.4, "total_charge": 2, "lumo_energy_ev": -15.12, "molar_mass_g_mol": 195.88, "homo_lumo_gap_ev": 1.99}